DFT (the ωB97M-V functional and the def2-TZVPD basis) results for a structure of composition C8H11NO at a distorted geometry.

```
21
Properties=species:S:1:pos:R:3
C 2.83659 1.23355 -0.33348
C 2.22132 2.20052 0.44563
C 1.22740 1.72258 1.34189
C 0.98104 0.37294 1.57524
C 1.55568 -0.50417 0.70908
C 2.53270 -0.09202 -0.18565
C -2.61148 -0.94247 -0.77667
C -2.88014 -2.42204 -1.09821
H 3.60081 1.52965 -1.05518
H 2.26769 3.33986 0.42975
H 0.71674 2.49984 1.85197
H 0.34683 0.03174 2.41278
H 1.47507 -1.54174 0.83481
H 2.98082 -0.87617 -0.77568
H -0.85253 0.11180 -0.10653
H -0.51820 -1.59043 -0.49066
H -4.02566 -2.47055 -1.36884
H -2.67684 -2.92895 -0.13290
H -2.57098 -2.90055 -2.08203
N -1.49136 -0.76652 -0.01641
O -3.18536 0.09347 -1.18371
```

## Properties
F_max   7.55 eV/A
HOMO level   -0.350 Eh
E_LUMO   0.37 eV
Frontier orbital gap   9.910 eV
Energy   -12009.53530 eV
Spin multiplicity   1
Relative energy (zero: lowest compared OMol25 entry of this formula, charge and spin)   66.07 kcal per mole

Atom charges from the Mulliken analysis, given in e for atoms 1 to 8: atom 1 (C): -0.1917, atom 2 (C): -0.5287, atom 3 (C): 0.1658, atom 4 (C): -0.7612, atom 5 (C): -0.4455, atom 6 (C): -0.5325, atom 7 (C): 0.5643, atom 8 (C): -0.9366

DFT (the ωB97M-V functional and the def2-TZVPD basis) results for a structure of composition C33H38FN4O5S4Sn.

```
86
Properties=species:S:1:pos:R:3
Sn -1.96903 0.24416 1.90818
C -0.04906 -1.49561 4.66376
C -1.45856 -1.61577 5.22243
S -2.63433 -1.67217 3.84629
C -4.20023 -1.17187 4.61919
C -4.95621 0.06622 4.07645
S -4.52022 0.70724 2.43526
C -4.53938 2.49391 2.66662
C -3.54746 3.07247 3.66747
S -1.82338 2.56105 3.40902
C -1.46398 1.83641 5.03207
C -0.04724 1.28357 5.02531
S 0.25156 0.03168 3.74870
H 0.16428 -2.29797 3.95433
H 0.69040 -1.56455 5.46194
H -1.69624 -0.81307 5.91821
H -1.54244 -2.55962 5.76235
H -3.98678 -1.02253 5.67675
H -4.84095 -2.04379 4.52695
H -4.88115 0.89257 4.78037
H -6.00798 -0.20095 3.99786
H -5.55168 2.78843 2.94662
H -4.34926 2.87054 1.66285
H -3.79863 2.82034 4.69658
H -3.56901 4.15932 3.58804
H -2.21110 1.07101 5.24259
H -1.54331 2.62215 5.78414
H 0.20827 0.85150 5.99349
H 0.66805 2.08199 4.82583
F 4.36185 -1.30334 0.03412
C 3.53544 -0.49928 -0.65647
C 2.32274 -0.22447 -0.10425
C 1.42313 0.63586 -0.74706
C 0.15601 0.96432 -0.15564
O -0.09848 0.49165 1.03004
C -0.66950 1.84838 -0.85842
C -0.24428 2.33846 -2.07606
N 0.91203 2.01911 -2.64661
C 1.27375 2.62601 -3.92113
C 0.22707 2.76501 -4.97977
C 1.32900 1.76361 -5.14799
C 1.79812 1.17669 -1.98478
C 3.04642 0.87532 -2.54065
C 3.95507 0.05080 -1.89548
N 5.20215 -0.20744 -2.48921
C 5.94580 0.90153 -3.07730
C 6.55631 0.44919 -4.40858
N 6.82113 -1.03184 -4.32974
C 7.28317 -1.40192 -2.95253
C 6.10576 -1.24734 -1.98294
C -2.02089 2.31375 -0.41392
O -2.59579 3.19741 -0.99163
O -2.57090 1.67991 0.61337
H 2.07123 -0.65499 0.85412
H -0.87937 3.03241 -2.60976
H 1.99805 3.42333 -3.81022
H 0.24047 3.66953 -5.56918
H -0.76038 2.37352 -4.77905
H 2.11021 1.96657 -5.86701
H 1.06427 0.72076 -5.03572
H 3.28925 1.28275 -3.50979
H 6.72746 1.24559 -2.39110
H 5.29684 1.75151 -3.26135
H 7.50835 0.94084 -4.60066
H 5.89415 0.61392 -5.25592
H 7.50416 -1.30906 -5.03615
H 5.95555 -1.53570 -4.53111
H 8.11352 -0.73766 -2.72034
H 7.65189 -2.42482 -2.96479
H 6.51619 -1.02218 -0.99647
H 5.56178 -2.18705 -1.91502
O -1.14720 -1.25415 -1.08003
C -2.13539 -1.71875 -0.56636
N -2.61025 -1.37302 0.72285
C -3.78414 -2.09063 0.97241
O -4.44393 -1.99527 1.99040
C -4.05934 -2.95638 -0.19236
C -5.08932 -3.84512 -0.42078
C -5.08702 -4.50601 -1.64644
C -4.09044 -4.27229 -2.59179
C -3.05752 -3.37037 -2.34770
C -3.06819 -2.72429 -1.12922
H -5.86147 -4.01982 0.31561
H -5.87427 -5.21227 -1.87163
H -4.12285 -4.80250 -3.53377
H -2.28234 -3.18647 -3.07865
```

## Properties
F_max   0.28 eV/A
HOMO level   -0.571 Eh
E_LUMO   -8.19 eV
Frontier orbital gap   7.348 eV
Energy   -102904.46948 eV
Spin multiplicity   1
Charge   +3
Relative energy (zero: lowest compared OMol25 entry of this formula, charge and spin)   9.85 kcal per mole

Atom charges from the Mulliken analysis, given in e for atoms 1 to 8: atom 1 (Sn): 0.8652, atom 2 (C): -0.9976, atom 3 (C): -0.7338, atom 4 (S): 0.1755, atom 5 (C): -1.0610, atom 6 (C): -0.8041, atom 7 (S): 0.0938, atom 8 (C): -0.7301

DFT (the ωB97M-V functional and the def2-TZVPD basis) results for a structure of composition C17H22O5 at a distorted geometry.

```
44
Properties=species:S:1:pos:R:3
C 2.74716 4.21411 1.22049
C 2.38048 2.97719 1.24354
C 2.31762 2.09762 0.08887
C 0.79864 1.47534 -0.08574
O 0.06610 0.91192 0.67237
O 0.30249 1.49440 -1.28562
C -1.03618 0.95590 -1.47572
C -2.07816 2.09352 -1.41065
C -3.49856 1.44358 -1.45757
C -4.01769 1.07826 0.00276
C -3.31283 0.36225 0.90760
C -3.46984 -1.20426 0.34679
O -2.39836 -2.28310 1.03105
C -1.10684 -1.95461 0.74915
C -0.14082 -1.82118 1.53055
C 1.11320 -1.72598 1.39192
C 1.57163 -2.01606 -0.02210
C 0.51411 -2.21823 -0.92801
C -0.66506 -2.14148 -0.68561
H -1.55605 -2.43217 -1.23995
H 0.77918 -2.31792 -2.13268
C 2.81483 -1.54036 -0.32490
O 3.75844 -0.95655 0.24854
O 3.15692 -2.05025 -1.53445
H 4.14690 -1.74502 -2.15798
H 2.03980 -1.43783 1.97284
H -0.40798 -1.85534 2.68639
H -3.19908 -1.22504 -0.66697
H -4.42236 -1.74808 0.82533
H -2.16676 0.40926 0.97048
H -3.60211 0.34534 1.86711
H -5.09433 0.69681 -0.25745
H -4.12464 2.11102 0.56761
H -4.15128 1.95901 -1.91123
H -3.41693 0.43384 -1.94513
H -1.95451 3.12534 -1.93222
H -1.85350 2.45382 -0.45082
H -0.93035 0.90269 -2.44936
H -1.10666 0.19056 -1.07994
H 2.66165 1.26517 0.45605
H 2.58600 2.36864 -0.65889
H 1.70150 2.69005 2.42558
H 2.63102 4.84534 2.00413
H 3.03033 4.45271 0.22937
```

## Properties
F_max   18.90 eV/A
HOMO level   -0.316 Eh
E_LUMO   -0.10 eV
Frontier orbital gap   8.491 eV
Energy   -28208.12417 eV
Spin multiplicity   1
Relative energy (zero: lowest compared OMol25 entry of this formula, charge and spin)   365.21 kcal per mole

Atom charges from the Mulliken analysis, given in e for atoms 1 to 8: atom 1 (C): -0.6930, atom 2 (C): -0.1014, atom 3 (C): -1.3819, atom 4 (C): 0.8870, atom 5 (O): -0.5670, atom 6 (O): -0.5086, atom 7 (C): 1.5369, atom 8 (C): -0.6706

DFT (the ωB97M-V functional and the def2-TZVPD basis) results for the ion C4H11N2O with charge +2 at a distorted geometry.

```
18
Properties=species:S:1:pos:R:3
O 1.34571 1.47055 0.77372
C 0.33771 1.74093 0.09988
N 0.41733 2.74285 -0.77980
C -0.87513 0.82488 0.09671
N -0.64873 -0.44823 0.89968
C -0.44001 -1.69317 0.04507
C 1.01697 -1.92047 -0.32831
H -0.12324 2.76795 -1.63976
H 1.12018 3.47063 -0.62085
H -1.59731 1.38681 0.69558
H -1.44815 0.64805 -0.80484
H -1.43767 -0.66038 1.51952
H 0.17921 -0.20540 1.44827
H -1.19418 -1.65433 -0.73895
H -0.79396 -2.53442 0.64320
H 1.57464 -1.00227 -0.51751
H 1.10066 -2.44893 -1.27519
H 1.46598 -2.48507 0.48361
```

## Properties
F_max   2.35 eV/A
HOMO level (spin up / spin down)   -0.759 / -0.759 Eh
E_LUMO (spin up / spin down)   -9.39 / -14.31 eV
Frontier orbital gap (spin up / spin down)   11.261 / 6.328 eV
Energy   -9333.31054 eV
Spin multiplicity   2
Charge   +2
Relative energy (zero: lowest compared OMol25 entry of this formula, charge and spin)   37.37 kcal per mole

Atom charges from the Mulliken analysis, given in e for atoms 1 to 8: atom 1 (O): -0.2109, atom 2 (C): 0.6812, atom 3 (N): -0.1594, atom 4 (C): -0.7761, atom 5 (N): -0.1421, atom 6 (C): -0.5407, atom 7 (C): -1.0129, atom 8 (H): 0.3098

DFT (the ωB97M-V functional and the def2-TZVPD basis) results for a structure of composition C43H42N4O10PS2Tl.

```
103
Properties=species:S:1:pos:R:3
Tl -0.12372 0.28506 -0.05731
C 2.10527 4.50715 3.97965
C 1.01461 3.86321 3.41866
C 1.21116 2.82637 2.51534
C 2.50421 2.44727 2.18042
C 3.60785 3.09863 2.73297
C 3.40047 4.12503 3.63657
N 2.60875 1.40142 1.20809
N 3.75746 1.04446 0.98608
C 3.88628 0.02588 -0.00849
C 5.17582 -0.13088 -0.50510
C 5.38580 -1.08003 -1.49228
C 4.31154 -1.84500 -1.91035
C 3.07086 -1.62696 -1.32599
N 2.84743 -0.70013 -0.39740
H 1.95048 5.32564 4.67265
H 0.00632 4.18539 3.64770
H 0.37240 2.35124 2.02564
H 4.60379 2.80028 2.44013
H 4.24962 4.64463 4.06474
H 5.96617 0.50129 -0.12600
H 6.36734 -1.21320 -1.92895
H 4.40952 -2.59375 -2.68471
H 2.21304 -2.21491 -1.62182
O 2.64598 2.38552 -6.81848
C 2.25858 1.22875 -6.54014
O 2.26481 0.19115 -7.23413
C 1.70491 1.05726 -5.09894
C 1.73717 2.11210 -4.19550
C 1.26116 1.92163 -2.90804
N 0.76749 0.75827 -2.48478
C 0.71605 -0.26754 -3.34996
C 1.17655 -0.15101 -4.65414
C 0.19134 -1.61582 -2.84065
O 0.32501 -2.60700 -3.57162
O -0.23643 -1.63809 -1.64088
H 2.13834 3.06284 -4.52139
H 1.25874 2.73052 -2.18055
H 1.13548 -0.99822 -5.32271
C -1.48941 -3.80539 4.24395
C -0.57673 -2.81017 3.56478
O 0.30724 -3.52615 2.69324
P 1.05169 -2.59863 1.54341
O 1.54296 -3.82706 0.59612
C 0.55754 -4.31704 -0.34422
C 0.54629 -5.82672 -0.28415
O 2.46645 -2.23918 2.24865
C 3.62165 -3.07960 2.26586
C 4.71428 -2.34333 3.00895
H -2.16076 -3.29130 4.93495
H -0.90824 -4.54118 4.80235
H -2.09400 -4.33129 3.50396
H 0.01034 -2.25494 4.30335
H -1.15855 -2.08450 2.98643
H 0.80163 -3.94644 -1.33910
H -0.42773 -3.91065 -0.09957
H 1.52668 -6.22795 -0.54817
H -0.18871 -6.22442 -0.98702
H 0.29195 -6.16547 0.72199
H 3.92074 -3.29433 1.23758
H 3.38006 -4.02962 2.75136
H 4.88327 -1.36569 2.55603
H 5.64775 -2.91040 2.96877
H 4.44166 -2.19296 4.05484
O -3.22444 -0.43809 0.70187
S -4.29368 -0.26465 -0.32336
C -3.80994 1.07404 -1.41620
C -2.75766 0.94745 -2.32075
C -2.38190 2.04335 -3.07923
C -3.04921 3.25320 -2.92842
C -4.08821 3.37560 -2.02148
C -4.47168 2.28157 -1.25818
C -4.10473 -1.59115 -1.51770
C -2.96462 -2.37012 -1.47432
C -2.75640 -3.31799 -2.46958
C -3.70897 -3.50718 -3.45710
C -4.87113 -2.73960 -3.46915
C -5.06886 -1.76931 -2.50222
H -2.23360 0.00378 -2.43042
H -1.55299 1.95841 -3.77181
H -2.72928 4.11324 -3.50277
H -4.57952 4.33030 -1.88079
H -5.26877 2.36901 -0.52760
H -2.21712 -2.17681 -0.71691
H -1.81908 -3.85848 -2.49982
H -3.53417 -4.23308 -4.24176
H -5.60690 -2.87939 -4.25225
H -5.94663 -1.13172 -2.52835
O -4.62804 6.81074 4.83230
C -4.18291 7.31554 3.63958
O -4.42846 8.46993 3.39089
C -3.43480 6.39577 2.77300
C -3.36352 5.00817 2.97423
C -2.63398 4.19678 2.13576
C -1.91194 4.71357 1.02805
S -0.99502 3.69464 0.00935
C -2.01443 6.11438 0.82920
C -2.74975 6.91999 1.66650
H -4.28050 5.91794 4.93199
H -3.91593 4.52227 3.77588
H -2.61722 3.12435 2.29627
H -1.48188 6.54307 -0.01121
H -2.80627 7.98721 1.48941
```

## Properties
F_max   0.81 eV/A
HOMO level   -0.090 Eh
E_LUMO   3.25 eV
Frontier orbital gap   5.710 eV
Energy   -107365.67319 eV
Spin multiplicity   1
Charge   -2
Relative energy (zero: lowest compared OMol25 entry of this formula, charge and spin)   1.03 kcal per mole

Atom charges from the Mulliken analysis, given in e for atoms 1 to 8: atom 1 (Tl): 1.8083, atom 2 (C): -0.5302, atom 3 (C): -0.6066, atom 4 (C): 0.3333, atom 5 (C): -0.3346, atom 6 (C): -0.3831, atom 7 (C): -0.5856, atom 8 (N): 0.8688